Record 1
One molecule with the formula C3H8N4O in a non-equilibrium geometry. Source: OMol25; level of theory: the ωB97M-V functional and the def2-TZVPD basis.

XYZ file:
```
16
Properties=species:S:1:pos:R:3:mulliken_charge:R:1
C -0.8707 0.3518 -2.4989 -0.95
C 0.5032 0.8467 -2.1269 -0.06
N 0.9893 0.4910 -1.0265 -0.66
N 0.2579 -0.2769 -0.2087 0.08
C 0.5205 -0.0065 1.1653 0.47
O 1.4721 0.5380 1.6188 -0.56
N -0.3887 -0.6395 2.0306 -0.22
N 0.3274 -0.6874 3.3623 -0.60
H -0.8931 -0.8625 -2.5317 0.22
H -1.1973 0.7408 -3.4875 0.29
H -1.4903 0.8186 -1.5907 0.25
H 1.0476 1.3463 -2.7289 0.58
H -0.6499 -0.8067 -0.4568 0.30
H -1.2542 -1.2211 1.7820 0.22
H 0.3286 0.3245 3.6223 0.31
H 1.2976 -0.9573 3.0754 0.33
```

The HOMO-LUMO gap is 9.7 eV. The calculation puts the HOMO energy at -0.337 hartree. As for the structure (SMILES): C/C=N\NC(=O)NN. As for the energy relative to the best compared isomer or geometry (same formula, charge and spin): 4.3762 eV. Its LUMO energy is 0.6 eV. The calculation puts the total energy at -11245.2474 eV.



Record 2
C43H40BClGaO14 as an isolated structure in a non-equilibrium geometry. Source: OMol25; level of theory: the ωB97M-V functional and the def2-TZVPD basis.

XYZ file:
```
100
Properties=species:S:1:pos:R:3:mulliken_charge:R:1
C 5.2079 -3.4109 3.1388 -1.07
B 4.1402 -3.6176 1.9682 0.63
O 4.5607 -4.4286 0.8851 -0.58
Ga 2.2307 -2.7077 2.1747 -0.40
C 0.6598 -3.7471 1.3481 -0.10
C -0.3600 -4.1121 2.4268 0.09
C -1.7185 -4.4760 1.8687 -1.11
Cl 0.3025 -5.4908 3.3977 -0.28
C 2.3039 -0.7680 1.4223 -1.06
C 1.2113 0.0063 2.1079 0.39
C 1.1846 1.5299 1.9032 -0.49
O 0.2619 0.6308 1.2980 -0.47
H 4.6822 -3.5311 4.0870 0.28
H 5.5918 -2.3866 3.1340 0.35
H 6.0395 -4.1168 3.0553 0.21
H 5.0326 -3.9125 0.2302 0.25
H 1.9247 -2.5604 3.7672 -0.44
H 0.1293 -3.0780 0.6708 -0.22
H 0.9566 -4.6573 0.8276 0.71
H -0.4630 -3.2623 3.1003 0.14
H -2.3909 -4.8362 2.6510 0.41
H -1.6243 -5.2186 1.0778 0.26
H -2.1884 -3.5953 1.4313 0.17
H 3.2400 -0.2700 1.6771 0.53
H 2.0604 -0.7235 0.3603 0.12
H 0.8950 -0.3544 3.0819 0.50
H 0.9861 1.7977 2.9329 0.59
H 2.0504 1.7767 1.3186 -0.48
C -0.4949 6.8547 2.1981 -0.33
C 0.5190 6.0295 2.4421 -0.37
C 1.2614 5.3728 1.3383 0.43
O 2.1740 4.6117 1.5622 -0.53
C 0.8306 5.6743 -0.0517 -0.30
C -0.1830 6.5002 -0.2959 -0.47
C -0.9251 7.1535 0.8111 0.30
O -1.8554 7.9031 0.5886 -0.59
H -1.0520 7.3390 2.9904 0.56
H 0.8461 5.7937 3.4467 0.47
H 1.3838 5.1821 -0.8419 0.43
H -0.5160 6.7307 -1.3000 0.42
C 0.6385 -1.4339 -4.0168 -0.60
C -0.1418 -1.7212 -2.9810 -0.34
C -0.1359 -3.0695 -2.3596 0.48
O -0.8419 -3.3050 -1.4064 -0.54
C 0.7727 -4.0889 -2.9415 -0.34
C 1.5545 -3.8021 -3.9814 -0.53
C 1.5495 -2.4501 -4.5967 0.43
O 2.2663 -2.1872 -5.5437 -0.64
H 0.6491 -0.4535 -4.4754 0.55
H -0.8092 -0.9911 -2.5399 0.48
H 0.7652 -5.0646 -2.4716 0.50
H 2.2238 -4.5289 -4.4191 0.54
C -5.6343 6.4096 2.7770 -0.44
C -4.4282 6.9054 3.0390 -0.24
C -3.8487 6.8288 4.4039 0.47
O -2.7491 7.2828 4.6403 -0.56
C -4.6591 6.1784 5.4625 -0.35
C -5.8645 5.6829 5.1989 -0.41
C -6.4479 5.7591 3.8351 0.36
O -7.5465 5.3072 3.5960 -0.56
H -6.0781 6.4542 1.7907 0.43
H -3.8167 7.3837 2.2816 0.46
H -4.2138 6.1318 6.4479 0.42
H -6.4732 5.2038 5.9549 0.41
C -2.4853 0.0692 2.7482 -0.19
C -2.3251 0.8711 3.7984 -0.24
C -3.3486 0.9642 4.8646 0.26
O -3.2080 1.7001 5.8209 -0.59
C -4.5650 0.1240 4.7217 -0.51
C -4.7306 -0.6781 3.6747 -0.44
C -3.7031 -0.7687 2.6031 0.21
O -3.8628 -1.4983 1.6501 -0.54
H -1.7427 -0.0026 1.9624 0.74
H -1.4450 1.4903 3.9203 0.50
H -5.2999 0.2063 5.5128 0.41
H -5.6103 -1.2970 3.5500 0.42
C 2.4945 -7.1758 -7.6726 -0.38
C 2.0261 -7.3054 -8.9102 -0.37
C 0.7478 -6.6709 -9.3207 0.35
O 0.3210 -6.7916 -10.4488 -0.55
C 0.0137 -5.8852 -8.2977 -0.44
C 0.4813 -5.7554 -7.0595 -0.14
C 1.7590 -6.3905 -6.6502 0.40
O 2.1851 -6.2695 -5.5226 -0.55
H 3.4233 -7.6296 -7.3513 0.42
H 2.5457 -7.8729 -9.6717 0.39
H -0.9146 -5.4302 -8.6182 0.41
H -0.0378 -5.1872 -6.2976 0.46
C 2.2698 2.7399 -3.5950 -0.55
C 3.4690 3.1312 -3.1760 -0.44
C 3.9323 2.8502 -1.7910 0.03
O 5.0271 3.2126 -1.4172 -0.57
C 3.0065 2.1157 -0.8944 -0.20
C 1.8044 1.7243 -1.3120 0.22
C 1.3453 2.0054 -2.6948 0.19
O 0.2516 1.6444 -3.0764 -0.61
H 1.9125 2.9326 -4.5991 0.48
H 4.1611 3.6666 -3.8139 0.42
H 3.3632 1.9180 0.1086 0.62
H 1.1128 1.1867 -0.6708 0.44
```

The HOMO-LUMO gap is 3.6 eV. The calculation puts the HOMO energy at -0.145 hartree. Its LUMO energy is -0.3 eV. The calculation puts the total energy at -139472.0192 eV. The total charge is -1.